# 1
Molecular formula: C5H5AuO4
Method: DFT, ωB97M-V with the def2-TZVPD basis set

The geometry in XYZ format:
```
15
Properties=species:S:1:pos:R:3:mulliken_charge:R:1
H -1.2104 -1.8968 0.9816 0.246
O 0.6055 -0.9528 -0.4021 -0.480
C 2.1068 -0.1026 0.0211 0.607
O 2.0094 0.0818 1.3408 -0.628
H 2.8997 -1.8093 0.3244 0.310
O 3.0302 -1.0754 -0.3020 -0.470
H -0.2549 1.0164 -1.8542 0.230
C -0.6967 1.0718 -0.8369 -0.583
C -0.5309 -0.3110 -0.2228 0.675
C -1.5694 -0.9487 0.5427 -0.611
H -3.0632 0.3914 0.2065 0.261
C -2.8759 -0.5483 0.7733 -0.463
O -0.1356 2.1231 -0.0979 -0.671
Au 1.4678 1.7162 0.4960 0.156
H -1.7824 1.2440 -0.9704 0.421
```

Values from the calculation:
- Highest occupied orbital energy (alpha / beta): -0.093 / -0.136 Ha
- DFT total energy: -17139.009 eV
- Expectation value of S²: 3.800
- Net charge: -1
- Gap between HOMO and LUMO (alpha / beta): 6.36 / 6.36 eV
- 2S+1: 4

# 2
Molecular formula: C5H5Br2NO
Method: DFT, ωB97M-V with the def2-TZVPD basis set

The geometry in XYZ format:
```
14
Properties=species:S:1:pos:R:3:mulliken_charge:R:1
C -2.0025 -0.3930 -0.0387 -0.982
C 0.1899 -1.3759 -0.0046 0.685
C 0.0658 1.0070 0.0256 -0.531
N -0.5543 -0.3016 -0.0151 0.027
O 0.0704 -2.5483 0.0066 -0.485
C 1.5574 0.8252 0.0065 0.245
Br 3.6939 -1.1585 0.0020 -0.091
C 2.0175 -0.3988 0.0085 -0.364
H -2.4215 0.3385 0.6520 0.334
Br 2.5687 2.4674 -0.0023 -0.154
H -0.2258 1.5255 0.9499 0.324
H -2.3978 -0.2071 -1.0429 0.307
H -0.2673 1.6106 -0.8262 0.339
H -2.2945 -1.3912 0.2787 0.345
```

Values from the calculation:
- Highest occupied orbital energy: -0.335 Ha
- DFT total energy: -148886.824 eV
- Net charge: 0
- Gap between HOMO and LUMO: 9.71 eV
- ΔE to the lowest compared entry with this formula, charge and spin: 3.41 kcal per mole

# 3
Molecular formula: C5H5BrF2N2
Method: DFT, ωB97M-V with the def2-TZVPD basis set

The geometry in XYZ format:
```
15
Properties=species:S:1:pos:R:3:mulliken_charge:R:1
C 2.0260 1.0249 0.9782 -0.091
H 0.0676 -2.4796 -0.1842 0.238
C 0.8178 -0.4560 -0.0667 0.557
H 3.0086 1.5778 1.4098 0.272
C -2.2601 0.4185 -0.3818 0.472
H 0.3414 2.3639 1.4981 0.376
C 0.7285 1.4539 1.0534 -0.570
F -2.0313 0.2084 -1.6223 -0.191
H 1.1273 -1.9557 -1.5321 0.349
N 2.0016 -0.1055 0.3231 -0.308
H -0.3576 -1.2901 -1.4293 0.282
N -0.0238 0.4595 0.4911 -0.030
F -2.9313 1.4949 -0.2972 -0.177
Br -2.9172 -1.0404 0.5520 -0.111
C 0.4024 -1.6746 -0.7921 -1.068
```

Values from the calculation:
- Highest occupied orbital energy (alpha / beta): -0.283 / -0.329 Ha
- DFT total energy: -83717.981 eV
- Expectation value of S²: 2.010
- Net charge: 0
- Gap between HOMO and LUMO (alpha / beta): 8.49 / 5.60 eV
- 2S+1: 3

# 4
Molecular formula: C5H5BrS
Method: DFT, ωB97M-V with the def2-TZVPD basis set

The geometry in XYZ format:
```
12
Properties=species:S:1:pos:R:3:mulliken_charge:R:1
H 0.8691 1.5999 0.6481 0.343
S -0.0909 -2.4014 -0.2826 -0.329
H 2.4022 0.0948 0.6222 0.301
H -1.2559 -0.6362 0.5251 0.445
Br -1.5498 2.7126 -1.4919 -0.122
C -0.9721 0.3383 0.2022 0.009
C 0.3849 0.6851 0.3128 -0.109
C 1.4203 -0.2655 0.3373 -0.427
H 2.1368 -2.2357 0.2677 0.329
C -1.8320 1.1045 -0.5276 -0.639
C 1.2762 -1.6491 0.1253 -0.171
H -2.7888 0.6527 -0.7387 0.371
```

Values from the calculation:
- Highest occupied orbital energy (alpha / beta): -0.308 / -0.308 Ha
- DFT total energy: -86141.197 eV
- Net charge: 0
- Gap between HOMO and LUMO (alpha / beta): 7.22 / 7.22 eV
- SMILES string: S=C/C=C\C=C/Br
- ΔE to the lowest compared entry with this formula, charge and spin: 42.20 kcal per mole

# 5
Molecular formula: C5H5BrS
Method: DFT, ωB97M-V with the def2-TZVPD basis set

The geometry in XYZ format:
```
12
Properties=species:S:1:pos:R:3:mulliken_charge:R:1
C -2.1404 1.6881 0.1412 -0.654
H -1.9886 1.8108 1.2004 0.282
H 0.1179 -2.5022 -0.6494 0.276
Br 4.1539 0.1910 -0.1131 -0.115
H -1.9014 2.5492 -0.4622 0.270
C 0.4455 -1.5186 -0.0730 -0.250
H 2.2985 -2.0512 -0.6883 0.386
C 2.3721 -0.2473 0.5406 -0.210
S -0.7230 -0.4738 0.7307 -0.095
H -3.1478 1.2548 -0.1155 0.255
C -1.2346 0.6320 -0.3518 -0.220
C 1.7480 -1.3328 -0.1596 0.074
```

Values from the calculation:
- Highest occupied orbital energy (alpha / beta): -0.299 / -0.299 Ha
- DFT total energy: -86136.304 eV
- Expectation value of S²: 2.033
- Net charge: 0
- Gap between HOMO and LUMO (alpha / beta): 8.42 / 6.23 eV
- 2S+1: 3

# 6
Molecular formula: C5H5Cl2N
Method: DFT, ωB97M-V with the def2-TZVPD basis set

The geometry in XYZ format:
```
13
Properties=species:S:1:pos:R:3:mulliken_charge:R:1
C 0.3881 -0.3452 0.4348 -0.429
H 0.4453 0.0478 -1.6798 0.564
H -0.2028 -0.0882 2.5783 0.289
C -2.3660 0.0782 0.0284 0.753
H -1.8445 0.3786 -2.1662 0.325
N -1.8319 0.2322 1.3301 -0.511
Cl -3.5402 1.4259 -0.0953 -0.196
C -0.6257 -0.0482 1.5016 -0.044
C -0.1691 -0.0320 -0.9053 -0.610
H 1.4091 0.0967 0.7148 0.349
H 0.5999 -1.4474 0.1946 0.235
C -1.4457 0.1979 -1.1338 -0.552
Cl -3.2647 -1.4448 -0.0369 -0.172
```

Values from the calculation:
- Highest occupied orbital energy: -0.368 Ha
- DFT total energy: -31799.540 eV
- Net charge: 0
- Gap between HOMO and LUMO: 10.74 eV
- SMILES string: ClC1(Cl)C=CCC=N1
- ΔE to the lowest compared entry with this formula, charge and spin: 35.85 kcal per mole

# 7
Molecular formula: C5H5ClF2N
Method: DFT, ωB97M-V with the def2-TZVPD basis set

The geometry in XYZ format:
```
14
Properties=species:S:1:pos:R:3:mulliken_charge:R:1
F 0.5084 -2.9327 0.1353 -0.118
C 1.1993 -1.9580 0.5985 0.220
C 0.3742 1.1216 0.2709 0.228
H -0.7648 -0.2202 1.5767 0.480
C -1.6493 -0.0632 -0.5196 -0.908
H 0.2058 1.8998 -0.4850 0.393
H -1.7767 -1.1828 -0.7606 0.317
N 1.4932 -0.9825 -0.0332 0.035
C -0.7780 0.2411 0.5485 -0.273
H -1.4023 0.5473 -1.4401 0.338
Cl 2.9778 1.0821 -0.9223 -0.050
F 0.7264 1.8310 1.4219 -0.280
H -2.7012 0.3443 -0.2447 0.367
C 1.5873 0.2724 -0.1464 0.254
```

Values from the calculation:
- Highest occupied orbital energy (alpha / beta): -0.487 / -0.530 Ha
- DFT total energy: -24700.262 eV
- Net charge: +1
- Gap between HOMO and LUMO (alpha / beta): 5.23 / 7.61 eV
- ΔE to the lowest compared entry with this formula, charge and spin: 100.74 kcal per mole

# 8
Molecular formula: C5H5ClFN
Method: DFT, ωB97M-V with the def2-TZVPD basis set

The geometry in XYZ format:
```
13
Properties=species:S:1:pos:R:3:mulliken_charge:R:1
N -1.0880 -1.1145 -0.6228 -0.481
C -0.2124 -0.1874 1.5386 -0.485
H -0.5900 1.9995 1.3162 0.296
H -1.0978 -0.9002 -2.6589 0.245
C 0.0918 1.1775 0.8568 -0.151
Cl 2.3566 0.2475 -0.2741 -0.149
F 1.0788 2.4247 -0.8944 -0.249
H 0.5874 -0.6346 -1.9352 0.207
H -0.0636 -0.3473 2.5779 0.367
C -0.6552 -1.1581 0.7242 -0.117
H -0.8345 -2.0640 1.2186 0.398
C -0.4978 -0.7895 -1.6897 -0.073
C 0.9246 1.3465 -0.1572 0.192
```

Values from the calculation:
- Highest occupied orbital energy: -0.324 Ha
- DFT total energy: -21992.928 eV
- Net charge: 0
- Gap between HOMO and LUMO: 9.55 eV
- SMILES string: C=N/C=C\C=C(\F)Cl
- ΔE to the lowest compared entry with this formula, charge and spin: 52.23 kcal per mole